[1]
Here is a molecular structure, C22H26N6O7Ti from OMol25. Energies are from ωB97M-V/def2-TZVPD.

Geometry (Å):
Ti1 -0.47 0.47 0.01
O1 -1.59 4.69 -1.64
C1 -1.29 3.55 -1.00
O2 -0.93 2.56 -1.61
C2 -1.42 3.57 0.47
C3 -1.81 4.67 1.17
C4 -1.87 4.56 2.60
C5 -1.53 3.39 3.18
C6 -1.14 2.26 2.40
N1 -1.09 2.35 0.99
C7 -0.72 1.02 2.81
O3 -0.60 0.60 4.10
O4 -0.37 0.19 1.91
H1 -1.43 4.54 -2.58
H2 -2.06 5.58 0.65
H3 -2.17 5.41 3.19
H4 -1.55 3.29 4.26
H5 -0.83 1.32 4.70
C8 -3.57 0.52 0.08
O5 -2.50 -0.35 -0.32
C9 -2.72 -0.98 -1.61
C10 -2.39 -0.06 -2.78
O6 -1.00 0.14 -2.79
C11 -0.57 0.85 -3.93
H6 -4.52 0.12 -0.26
H7 -3.44 1.52 -0.33
H8 -3.54 0.58 1.17
H9 -3.78 -1.24 -1.69
H10 -2.08 -1.86 -1.62
H11 -2.93 0.89 -2.67
H12 -2.73 -0.53 -3.71
H13 -0.83 0.30 -4.84
H14 0.51 0.96 -3.86
H15 -1.03 1.85 -3.97
O7 0.52 -0.71 -0.47
C12 0.32 -3.14 4.05
C13 1.33 -3.13 2.96
N2 1.35 -2.29 1.96
C14 2.45 -2.62 1.20
C15 3.10 -3.69 1.74
N3 2.37 -4.02 2.87
C16 2.70 -5.05 3.82
N4 3.64 -4.63 4.83
N5 3.19 -4.13 6.01
N6 4.18 -3.76 6.72
C17 5.34 -4.01 6.02
C18 6.68 -3.79 6.37
C19 7.63 -4.14 5.45
C20 7.27 -4.71 4.20
C21 5.96 -4.93 3.85
C22 5.00 -4.57 4.79
H16 -0.32 -2.27 3.91
H17 0.80 -3.08 5.03
H18 -0.29 -4.04 4.03
H19 2.67 -2.08 0.30
H20 3.97 -4.23 1.44
H21 3.13 -5.90 3.29
H22 1.80 -5.37 4.34
H23 6.93 -3.35 7.32
H24 8.68 -3.99 5.67
H25 8.06 -4.98 3.51
H26 5.70 -5.37 2.89

* HOMO level (spin up / spin down): -5.24 / -5.25 eV

Atomic partial charges in e from the Löwdin method, atoms 1 to 5:
1 Ti 1.10
2 O 0.13
3 C -0.44
4 O 0.05
5 C -0.25

[2]
Here is 10 unconnected molecules or ions with the total composition C36H84N6O26P2 from OMol25. Energies are from ωB97M-V/def2-TZVPD.

Geometry (Å):
C1 -3.37 -5.96 5.10
N1 -3.68 -4.52 5.51
C2 -5.10 -4.18 5.67
P1 -2.68 -3.24 4.98
O1 -3.17 -2.70 3.66
N2 -2.57 -2.05 6.20
C3 -2.44 -0.64 5.86
C4 -2.50 -2.33 7.67
N3 -1.10 -4.06 4.88
C5 -0.36 -4.45 6.02
C6 -0.39 -4.24 3.59
H1 -4.02 -6.70 5.57
H2 -2.37 -6.26 5.41
H3 -3.47 -5.94 4.01
H4 -5.34 -4.61 6.64
H5 -5.60 -4.77 4.91
H6 -5.20 -3.10 5.62
H7 -3.39 -0.14 5.65
H8 -1.75 -0.11 6.51
H9 -1.98 -0.57 4.87
H10 -3.53 -2.25 7.99
H11 -2.04 -3.30 7.87
H12 -1.81 -1.60 8.10
H13 0.56 -4.95 5.71
H14 -0.19 -3.51 6.54
H15 -0.94 -5.18 6.58
H16 -1.13 -4.06 2.82
H17 -0.11 -5.28 3.42
H18 0.52 -3.64 3.52
C7 5.08 0.07 -4.90
N4 4.71 -0.51 -3.61
C8 3.28 -0.81 -3.64
P2 5.86 -1.33 -2.56
O2 5.21 -2.32 -1.62
N5 7.09 -1.93 -3.62
C9 8.29 -1.23 -4.14
C10 6.78 -3.03 -4.55
N6 6.59 0.02 -1.83
C11 6.86 1.35 -2.38
C12 7.35 -0.27 -0.70
H19 5.09 -0.80 -5.56
H20 6.07 0.49 -4.74
H21 4.46 0.84 -5.37
H22 3.05 -1.87 -3.65
H23 2.72 -0.37 -4.46
H24 2.86 -0.43 -2.70
H25 8.11 -0.73 -5.10
H26 8.72 -0.60 -3.37
H27 9.06 -1.91 -4.49
H28 7.63 -3.71 -4.58
H29 5.89 -3.59 -4.26
H30 6.51 -2.56 -5.50
H31 5.91 1.79 -2.67
H32 7.16 2.12 -1.67
H33 7.46 1.39 -3.28
H34 6.84 -1.09 -0.19
H35 7.29 0.61 -0.05
H36 8.37 -0.56 -0.94
C13 -4.28 2.84 0.81
O3 -4.64 3.43 2.07
C14 -4.37 2.75 3.17
O4 -3.67 1.73 3.20
O5 -4.91 3.44 4.22
C15 -4.67 2.95 5.53
H37 -3.22 3.00 0.62
H38 -4.87 3.26 -0.01
H39 -4.37 1.75 0.77
H40 -5.13 1.96 5.52
H41 -5.22 3.53 6.28
H42 -3.65 2.81 5.88
C16 -3.60 -3.81 0.87
O6 -3.74 -4.88 -0.14
C17 -3.46 -6.12 0.16
O7 -3.15 -6.52 1.28
O8 -3.68 -6.85 -0.90
C18 -3.70 -8.29 -1.01
H43 -3.76 -2.84 0.42
H44 -2.55 -3.81 1.15
H45 -4.20 -3.91 1.78
H46 -2.69 -8.69 -1.16
H47 -4.29 -8.67 -1.85
H48 -4.05 -8.72 -0.07
C19 -2.82 0.93 -5.49
O9 -2.27 2.04 -6.20
C20 -1.03 2.12 -6.38
O10 -0.10 1.43 -5.82
O11 -0.89 2.99 -7.37
C21 0.27 2.94 -8.21
H49 -2.41 0.04 -5.97
H50 -3.91 0.99 -5.54
H51 -2.54 0.95 -4.44
H52 -0.16 2.83 -9.21
H53 0.99 2.18 -7.92
H54 0.74 3.93 -8.20
C22 -1.70 -0.70 1.38
O12 -0.78 -0.44 0.24
C23 -1.00 0.59 -0.63
O13 -1.93 1.41 -0.55
O14 -0.07 0.44 -1.60
C24 -0.09 1.27 -2.70
H55 -2.74 -0.75 1.06
H56 -1.48 0.13 2.04
H57 -1.35 -1.55 1.96
H58 -0.28 2.34 -2.57
H59 -0.86 1.06 -3.44
H60 0.77 1.12 -3.35
C25 -1.57 6.19 5.43
O15 -0.81 5.02 5.05
C26 -1.04 4.50 3.84
O16 -1.77 4.93 3.00
O17 -0.30 3.45 3.67
C27 -0.37 2.67 2.47
H61 -1.23 6.36 6.45
H62 -2.65 6.03 5.47
H63 -1.35 7.09 4.86
H64 0.57 2.13 2.32
H65 -0.46 3.38 1.65
H66 -1.19 1.95 2.51
C28 -0.03 -4.82 -0.04
O18 -0.54 -3.67 -0.68
C29 -1.19 -3.72 -1.88
O19 -1.48 -4.72 -2.53
O20 -1.52 -2.47 -2.16
C30 -2.47 -2.25 -3.20
H67 0.56 -4.44 0.80
H68 0.67 -5.31 -0.72
H69 -0.69 -5.61 0.32
H70 -2.80 -1.21 -3.30
H71 -3.31 -2.93 -3.13
H72 -2.02 -2.39 -4.18
C31 3.38 6.57 -0.52
O21 3.99 5.26 -0.43
C32 3.26 4.20 -0.65
O22 2.01 4.23 -0.75
O23 4.11 3.13 -0.73
C33 3.67 1.79 -0.80
H73 2.44 6.58 0.03
H74 3.13 6.75 -1.56
H75 4.08 7.31 -0.12
H76 3.26 1.58 -1.79
H77 2.83 1.70 -0.11
H78 4.42 1.06 -0.48
C34 0.95 7.77 -4.11
O24 0.68 6.52 -3.50
C35 -0.20 6.41 -2.56
O25 -0.67 7.38 -1.94
O26 -0.44 5.15 -2.39
C36 -1.44 4.78 -1.50
H79 1.33 8.48 -3.37
H80 0.03 8.26 -4.42
H81 1.59 7.67 -4.98
H82 -1.48 3.69 -1.40
H83 -2.41 5.11 -1.85
H84 -1.22 5.16 -0.51

* structure (SMILES): CN(C)P(=O)(N(C)C)N(C)C.CN(C)P(=O)(N(C)C)N(C)C.COC(=O)OC.COC(=O)OC.COC(=O)OC.COC(=O)OC.COC(=O)OC.COC(=O)OC.COC(=O)OC.COC(=O)OC
* HOMO level: -8.30 eV

Atomic partial charges in e from the Löwdin method, atoms 1 to 5:
1 C -0.06
2 N -0.32
3 C -0.12
4 P 0.65
5 O -0.30

[3]
Here is a molecular structure, C5H9NO from OMol25. Energies are from ωB97M-V/def2-TZVPD.

Geometry (Å):
C1 -1.86 0.28 0.58
C2 1.57 0.87 0.02
C3 0.75 -0.39 0.23
C4 -1.05 -0.13 -0.47
C5 -1.13 -0.27 -1.78
O1 0.09 -0.30 1.64
N1 1.40 -1.48 -0.02
H1 0.71 -0.33 2.38
H2 1.00 -2.30 0.44
H3 -1.96 1.31 0.88
H4 -2.72 -0.29 0.88
H5 2.32 1.01 0.81
H6 0.95 1.77 -0.05
H7 2.15 0.81 -0.90
H8 -1.95 0.10 -2.37
H9 -0.25 -0.67 -2.26

* HOMO level (spin up / spin down): -8.71 / -8.59 eV

Atomic partial charges in e from the Löwdin method, atoms 1 to 5:
1 C 0.10
2 C -0.05
3 C -0.54
4 C -0.24
5 C 0.03

The records above give, respectively, largest force on an atom values of 1.803, 5.780, 3.647 eV/Å.